No. 1
3 unconnected molecules or ions with the total composition C4H12N2S, computed with ωB97M-V/def2-TZVPD.

Each line ends with the Mulliken charge.
Cartesian coordinates (Å):
H -0.6861 0.4161 -0.1049  0.1348
H -0.5164 -1.8718 1.0772  0.1807
H 0.6035 -3.0380 1.1925  0.2359
H -3.3576 -2.5911 0.5407  0.1016
C -0.1994 1.0612 -0.8076  0.0075
H 1.1462 -1.4607 0.9889  0.2522
C -0.6792 1.2026 -2.0480  -0.6956
H 2.9996 2.4528 0.9127  0.3898
H 2.5088 1.4536 2.1661  0.3294
H 0.6920 2.3820 0.5239  0.3475
N 0.4374 -2.0640 1.3844  -0.5960
C 1.0331 1.7481 -0.3148  -0.3508
N 1.9200 0.7758 0.2293  -0.1860
H -1.3624 0.4793 -2.4809  0.2627
S -2.5927 -1.6718 -0.0581  -0.4654
C 2.8802 1.3794 1.1043  -0.8339
H -0.4387 2.0426 -2.6910  0.2367
H 3.8049 0.8064 1.1023  0.3095
H 1.4641 2.3036 -1.1575  0.3397

HOMO-LUMO gap = 2.8 eV
Charge = 0
Energy relative to the best compared isomer or geometry (same formula, charge and spin) = 164.1 kcal per mole

No. 2
2 unconnected molecules or ions with the total composition C4H12N2S, computed with ωB97M-V/def2-TZVPD.

Each line ends with the Mulliken charge.
Cartesian coordinates (Å):
H -1.0615 2.6056 -2.7655  0.3580
C 0.6642 1.5376 -1.1736  -0.7672
S 2.0007 -1.3045 0.4709  -0.1862
N -0.3168 -2.3888 -0.0216  -0.3292
H 2.5693 -1.2927 1.6788  0.2412
C 0.5523 -2.1097 0.9119  0.9373
H -1.1730 3.9856 -1.8278  0.3888
H -2.2077 2.7193 -1.5437  0.3770
H -1.1539 -2.9251 0.1840  0.2588
H 0.8051 1.1717 -2.1780  0.2261
C -0.2731 2.4036 -0.8495  0.0690
N -1.2395 2.9549 -1.8119  -0.3280
H -0.4072 2.7954 0.1489  0.3864
H -0.5737 -3.1208 2.4140  0.3612
H 1.3695 1.2058 -0.4348  0.3053
H 0.2654 -1.6656 2.9703  0.3769
H -0.1432 -2.1910 -0.9994  0.2262
C 0.3323 -2.5287 2.3051  -1.2887
H 1.1752 -3.1254 2.6626  0.3872

HOMO-LUMO gap = 10.8 eV
Charge = +2
Energy relative to the best compared isomer or geometry (same formula, charge and spin) = 0.0 kcal per mole

No. 3
A single C4H12N3 molecule, computed with ωB97M-V/def2-TZVPD.

Each line ends with the Mulliken spin population.
Cartesian coordinates (Å):
N -1.6472 -1.1964 -0.8992  0.0007
C 0.1564 0.7750 0.6668  -0.0505
H -1.6982 -1.0139 -1.8942  -0.0005
H -3.0754 0.2972 -0.5272  0.0003
C -2.1083 -0.0501 -0.1334  0.0030
H -0.7780 1.2976 -1.2049  0.0038
H 2.3650 -1.6503 -0.3926  0.0401
N 0.7556 -0.5290 0.4410  0.1769
H -1.4841 1.9736 0.2792  -0.0084
H -2.2950 -0.3066 0.8952  0.0013
H -0.1889 0.7936 1.7057  0.0245
N 3.0917 0.1113 0.5604  0.0555
H 0.9182 1.5172 0.4803  0.0115
H -2.1837 -2.0418 -0.7349  0.0002
H 4.0148 -0.2780 0.5450  -0.0069
H 3.0936 1.0955 0.3069  0.0171
C -1.0854 1.0722 -0.1801  0.0043
H 0.0800 -1.1531 0.0553  -0.0286
C 2.0690 -0.7138 0.0308  0.7558

HOMO-LUMO gap (alpha / beta) = 5.9 / 9.5 eV
Charge = 0
2S+1 = 2
⟨S²⟩ = 0.7532
Energy relative to the best compared isomer or geometry (same formula, charge and spin) = 2.5 kcal per mole

No. 4
A gas-phase ion, C4H12N3 (charge +1), computed with ωB97M-V/def2-TZVPD.

Each line ends with the Mulliken charge.
Cartesian coordinates (Å):
H 1.5004 0.4296 -2.3785  0.3377
H 1.2984 -2.6210 0.6537  0.3760
H 0.6610 -1.4197 -0.3128  0.3310
H 0.3995 2.4238 -3.2273  0.2607
H -1.4130 0.2334 2.0850  0.3523
H -1.8117 -0.6667 0.6141  0.3496
C -0.4653 1.0039 0.2798  -0.5814
H 0.2316 1.4486 1.0047  0.2495
N 0.4540 -2.0676 0.4881  -0.2364
H -0.2602 -1.7873 2.4705  0.4031
H 0.8932 -0.5449 1.8967  0.3099
C 0.7389 0.9625 -1.8116  -0.0395
N 0.3284 0.3067 -0.7679  -0.3588
C -0.9974 -0.1542 1.1471  -0.7288
N 0.3300 2.1504 -2.2620  -0.3573
H -1.2418 1.7026 0.0208  0.3780
H -0.2282 -2.7859 0.2460  0.3494
H -0.4541 2.5475 -1.7667  0.1967
C 0.0362 -1.1619 1.6206  -0.5918

HOMO-LUMO gap = 10.1 eV
SMILES = N/C=N\CCC[NH3+]
Charge = +1
Energy relative to the best compared isomer or geometry (same formula, charge and spin) = 24.9 kcal per mole

No. 5
A gas-phase ion, C4H12N3 (charge +1), computed with ωB97M-V/def2-TZVPD.

Each line ends with the Mulliken charge.
Cartesian coordinates (Å):
C 0.4740 -0.3270 1.0594  -0.5264
H -0.5370 -1.9128 2.1105  0.3487
N -0.2532 1.7254 -1.2857  -0.1647
C -1.0489 1.3171 -0.1784  -0.4938
H 0.7696 -2.4031 1.0647  0.2856
H 0.5498 -0.7925 -2.9912  0.2492
H 1.1111 -1.6639 2.5987  0.3675
H -1.5279 -0.4288 0.6408  0.1841
H -0.7826 2.1498 0.4465  0.3286
H 0.4696 1.2868 -3.1272  0.3931
H -0.3087 2.7489 -1.4779  0.2832
C 0.4375 -1.6949 1.8082  -1.1072
C 0.1743 0.8630 -2.1917  -0.0760
N 0.3250 -0.3793 -2.1050  -0.1634
H 0.1824 -0.8958 -1.2119  0.2989
H 1.3633 -0.2336 0.3629  0.3274
N -0.6710 0.0538 0.2546  -0.3710
H 0.7100 0.3897 1.7425  0.4885
H -2.1345 1.3544 -0.4117  0.3476

HOMO-LUMO gap = 10.3 eV
SMILES = CCNCNC=[NH2+]
Charge = +1
Energy relative to the best compared isomer or geometry (same formula, charge and spin) = 47.8 kcal per mole

No. 6
A gas-phase ion, C4H12N3 (charge +1), computed with ωB97M-V/def2-TZVPD.

Each line ends with the Mulliken charge.
Cartesian coordinates (Å):
N -1.9869 -0.2547 -0.4301  -0.0948
H 1.7585 1.3524 -1.1446  0.4684
H 2.0377 -0.8537 -1.2023  0.3274
H 2.4998 0.7556 0.8139  0.3904
N -0.6661 -0.2386 0.6467  -0.7578
H -2.9880 -0.6266 1.4187  0.3231
C 1.4044 -1.0875 -0.3241  -0.6654
H -0.0454 1.8861 -1.0789  0.2897
H 1.3261 0.6052 2.1365  0.3277
C 0.6694 1.0239 -1.0511  -0.9163
H -3.3463 -1.8025 -0.0250  0.2823
H 2.0085 -1.4047 0.5397  0.3648
H -4.0087 -0.1252 -0.0896  0.2586
H 0.6511 -1.8712 -0.6253  0.3126
H 1.2566 1.9381 0.9869  0.3516
C -3.1196 -0.7708 0.2843  -0.5379
H 0.4939 0.5280 -2.0942  0.3556
N 0.6299 0.1139 0.1312  0.7209
C 1.4249 0.8321 1.1072  -0.8009

HOMO-LUMO gap (alpha / beta) = 9.2 / 9.8 eV
SMILES = C/N=N/[N+](C)(C)C
Charge = +1
Energy relative to the best compared isomer or geometry (same formula, charge and spin) = 185.2 kcal per mole

- The highest charge belongs to which entry?
  number 2

- What is the charge in the fourth record?
  +1